Version A
A cluster of 5 separate species, H10O5 in total, computed with ωB97M-V with the def2-TZVPD basis set.

Structure (ORCA input):
```
! wB97M-V def2-TZVPD RIJCOSX def2/J DEFGRID3
* xyz 0 1
O -0.312 1.055 -0.327
H -0.995 4.362 -3.225
H -1.141 1.356 0.062
O 0.428 -0.521 -2.031
H 0.410 3.791 -3.127
H 0.219 -1.960 3.690
O 0.202 -2.607 0.918
H 0.752 -1.819 0.987
H 1.101 -0.449 -1.345
O 0.191 -2.734 4.263
H -0.440 -2.508 1.630
H -0.528 -3.266 3.903
O -0.070 4.590 -3.371
H -0.045 0.318 0.234
H 0.229 0.393 -2.260
*
```

Summary:
**Molar mass**: 90.1 g/mol
**LUMO energy**: -0.3 eV

These are the natural (NBO) partial charges, in e, on atoms 1 to 6: -0.942 0.466 0.476 -0.925 0.467 0.456

Version B
A cluster of 5 separate species, H10O5 in total, computed with ωB97M-V with the def2-TZVPD basis set.

Structure (ORCA input):
```
! wB97M-V def2-TZVPD RIJCOSX def2/J DEFGRID3
* xyz 0 1
O -1.277 0.310 -1.475
H -0.616 0.663 -2.126
O -2.309 0.053 1.071
H 0.580 -0.088 3.301
O 1.655 -1.179 -0.446
H -1.889 -0.302 -1.931
H 1.655 1.732 -1.992
H 0.818 -0.843 -0.016
H -1.767 0.639 0.496
O 1.510 0.787 -2.126
O 0.480 -0.468 2.399
H 2.289 -1.494 0.199
H -2.545 0.656 1.769
H 1.920 0.274 -1.414
H -0.506 -0.740 2.290
*
```

Summary:
**Molar mass**: 90.1 g/mol
**LUMO energy**: 0.6 eV

These are the natural (NBO) partial charges, in e, on atoms 1 to 6: -0.996 0.511 -0.959 0.476 -0.973 0.483

Version C
A cluster of 5 separate species, H10O5 in total, computed with ωB97M-V with the def2-TZVPD basis set.

Structure (ORCA input):
```
! wB97M-V def2-TZVPD RIJCOSX def2/J DEFGRID3
* xyz 0 1
O 2.718 1.020 -0.056
H -3.596 -0.534 0.181
O 1.284 -1.286 0.038
H -0.431 1.375 -0.343
H -2.338 -1.168 -0.340
H 0.102 -0.121 1.117
H 0.641 -1.974 0.387
O -0.620 1.895 -1.154
H 0.107 1.648 -1.707
O -0.594 0.573 1.294
H 3.528 0.579 -0.401
H -1.424 0.118 1.090
H 1.336 -1.523 -0.857
H 2.074 0.383 0.264
O -2.787 -0.985 0.488
*
```

Summary:
**Molar mass**: 90.1 g/mol
**LUMO energy**: -0.2 eV

These are the natural (NBO) partial charges, in e, on atoms 1 to 6: -0.964 0.489 -0.953 0.485 0.474 0.470

Most stable to least stable, the ends of the list are version B and version A.

Version A
A cluster of 5 separate species, H10O5 in total, computed with ωB97M-V with the def2-TZVPD basis set.

Structure (ORCA input):
```
! wB97M-V def2-TZVPD RIJCOSX def2/J DEFGRID3
* xyz 0 1
H 1.034 -1.532 -0.157
H 0.167 1.578 -0.511
O 0.700 1.833 0.236
H -2.224 0.350 -1.887
O -1.490 0.398 -1.201
H 2.794 -0.162 -0.974
H 2.033 0.567 0.183
O -1.126 -0.123 1.428
H 0.242 1.309 0.948
H -0.387 -1.169 -0.818
H -0.679 -0.989 1.133
O 0.060 -1.728 -0.176
H -1.820 0.302 -0.284
H -1.834 -0.346 2.106
O 2.530 -0.289 -0.027
*
```

Summary:
**Molar mass**: 90.1 g/mol
**LUMO energy**: 0.4 eV

These are the natural (NBO) partial charges, in e, on atoms 1 to 6: 0.518 0.489 -0.967 0.494 -1.013 0.471

Version B
A cluster of 5 separate species, H10O5 in total, computed with ωB97M-V with the def2-TZVPD basis set.

Structure (ORCA input):
```
! wB97M-V def2-TZVPD RIJCOSX def2/J DEFGRID3
* xyz 0 1
H 2.790 0.566 1.381
H 1.318 0.410 1.278
O -2.553 1.387 -0.934
O 0.428 2.203 0.134
H -2.009 0.581 -0.824
O 2.100 0.063 1.714
H 1.343 -2.999 0.324
O 1.424 -2.054 0.213
H -3.275 1.118 -1.549
H 0.169 2.729 0.891
H -1.631 -1.807 -1.602
H 1.843 -1.553 0.990
H -0.288 2.258 -0.500
H -0.381 -1.634 -0.623
O -1.279 -1.267 -0.894
*
```

Summary:
**Molar mass**: 90.1 g/mol
**LUMO energy**: 0.7 eV

These are the natural (NBO) partial charges, in e, on atoms 1 to 6: 0.477 0.501 -0.983 -0.968 0.503 -0.949

Version C
A cluster of 5 separate species, H10O5 in total, computed with ωB97M-V with the def2-TZVPD basis set.

Structure (ORCA input):
```
! wB97M-V def2-TZVPD RIJCOSX def2/J DEFGRID3
* xyz 0 1
H -1.801 2.533 1.680
O -1.507 -0.974 -1.545
H -0.118 0.539 1.843
O 1.926 0.667 -0.506
O -1.142 2.530 2.321
H 0.531 -0.606 1.167
H 1.842 -0.234 -0.963
H 1.011 -2.526 -1.016
H -1.200 -0.444 -0.793
H 0.836 -1.834 -2.213
H -2.093 -1.577 -1.103
O 1.403 -1.777 -1.490
H -0.389 2.973 1.880
H 0.999 0.893 -0.508
O -0.292 -0.168 1.253
*
```

Summary:
**Molar mass**: 90.1 g/mol
**LUMO energy**: 0.4 eV

These are the natural (NBO) partial charges, in e, on atoms 1 to 6: 0.469 -0.958 0.490 -0.978 -0.937 0.478

Most stable to least stable, the ends of the list are version A and version C.

Version A
A structure of composition C46H41N6O2PSTi, computed with ωB97M-V with the def2-TZVPD basis set.

Structure (ORCA input):
```
! wB97M-V def2-TZVPD RIJCOSX def2/J DEFGRID3
* xyz 1 2
H 1.970 4.788 3.571
C -2.938 1.015 1.827
N 2.786 0.230 1.037
H 1.175 -4.787 -0.325
H -0.271 5.533 3.109
Ti 1.423 -0.206 -0.381
H 0.043 5.743 0.581
H -1.670 3.660 4.933
C 2.645 0.604 2.321
C -3.970 -0.372 0.149
H -0.316 4.020 0.486
H -2.269 -5.761 -0.615
C -1.990 1.982 2.436
N -0.767 2.286 2.204
C 1.623 4.783 2.536
C 0.081 -1.910 3.607
C 0.638 -3.040 4.183
H -3.677 -0.584 -4.782
H -4.242 1.535 3.442
H 2.280 -5.909 -2.221
C -0.466 4.917 1.076
C 1.819 -4.227 -0.987
C 1.348 2.337 -5.260
C -3.181 0.084 -4.089
H -0.562 -1.259 4.187
C -2.444 2.280 -3.468
C 3.511 -2.800 -2.707
H -2.377 3.341 -3.673
C 1.743 -3.544 2.099
C 1.485 -3.838 3.426
H -1.436 2.427 -1.578
H -0.635 -2.219 -2.353
C -1.164 -2.699 -1.543
H 0.321 3.050 3.832
H 4.176 -2.235 -3.346
H 3.543 1.214 4.153
H -0.122 -0.612 -4.463
H -3.468 1.832 -5.299
H -2.172 4.674 3.558
H 1.978 5.694 2.055
H -6.043 -0.821 0.391
H 2.409 3.528 -3.814
H 1.508 3.014 -6.087
C 5.180 0.512 1.280
C -2.446 -3.972 0.557
H 5.848 1.204 3.183
C -5.263 0.319 2.029
H 6.153 0.443 0.818
C 4.999 0.919 2.576
N 4.212 -0.548 -0.631
C -2.206 -2.607 0.615
H -1.111 -4.620 -2.478
C 1.854 2.625 -4.018
N 3.062 -0.853 -1.191
C -1.750 3.710 3.848
C 1.656 1.740 -2.946
H -2.937 -4.464 1.386
H 0.204 0.905 -6.414
C 4.059 0.117 0.526
C -1.921 1.768 -2.291
C 0.341 -1.605 2.283
H 1.959 -4.696 3.885
C -1.589 -1.946 -0.447
C 2.881 -2.173 -1.651
C -3.065 1.436 -4.376
C -2.818 0.253 0.638
H -2.800 -1.481 -2.688
N 1.388 -2.040 0.174
C 2.445 -4.852 -2.056
H 2.071 3.932 2.034
C 3.269 -4.149 -2.923
H -0.095 -0.711 1.843
H 0.417 -3.292 5.211
C -2.677 -0.430 -2.902
N 0.957 0.602 -3.188
C -5.176 -0.331 0.814
C 0.098 4.715 2.482
C 3.708 0.937 3.123
C 0.621 1.154 -5.451
H -2.513 -2.053 1.492
C -0.430 3.414 3.125
H 3.744 -4.655 -3.751
H -1.535 5.142 1.111
C -2.073 -4.698 -0.561
C -4.165 0.993 2.513
H 1.632 0.627 2.696
S 2.215 2.020 -1.369
C -1.426 -4.058 -1.608
C 1.155 -2.429 1.490
P -1.311 -0.115 -0.381
H -6.191 0.321 2.584
C -2.027 0.408 -1.999
C 1.998 -2.862 -0.785
C 0.439 0.308 -4.396
H 2.422 -4.167 1.533
H -3.906 -0.924 -0.777
O 0.746 -0.232 -2.174
O -2.626 2.691 3.397
*
```

Summary:
**Molar mass**: 820.8 g/mol
**LUMO energy (spin up / spin down)**: -3.3 / -3.9 eV

These are the Mulliken partial charges, in e, on atoms 1 to 6: 0.407 0.313 0.474 0.684 0.355 -1.535

Version B
A structure of composition C46H41N6O2PSTi, computed with ωB97M-V with the def2-TZVPD basis set.

Structure (ORCA input):
```
! wB97M-V def2-TZVPD RIJCOSX def2/J DEFGRID3
* xyz 1 2
C 4.036 -1.801 1.715
C -1.330 2.976 -3.211
C -3.477 -0.812 -2.329
C 0.301 -2.642 1.711
C -3.694 0.980 -3.926
C -2.487 -1.274 3.541
H -0.498 -4.619 4.355
C 5.196 -0.760 -0.584
C 3.341 -0.858 0.959
H -0.546 4.663 -4.266
H 3.386 0.375 -0.794
H -1.350 -1.483 -4.283
C 5.297 -2.220 1.323
C 1.129 1.452 3.630
H -4.111 -3.573 1.641
P 1.688 -0.232 1.423
C -2.336 4.821 -1.400
H 2.368 -1.875 -3.789
H 2.794 4.034 5.055
C -3.133 0.487 -2.738
C -0.041 3.542 1.388
H -4.613 -2.600 -2.685
O -0.983 1.590 0.656
C 0.658 -2.813 4.473
C 1.388 2.517 4.480
H -0.810 3.472 2.140
Ti -1.299 0.059 -0.517
O 0.312 -4.030 -0.140
H -3.141 3.111 -0.364
H -0.936 2.249 -3.910
C 5.879 -1.698 0.174
C -3.507 -2.725 1.927
C -1.601 5.257 -2.493
C -2.049 2.535 -2.104
C 3.272 1.746 2.599
H 2.486 3.407 -1.468
C 1.810 4.499 0.248
C 0.879 4.540 1.294
N -0.042 2.529 0.491
H 4.024 1.446 1.880
C 1.017 -1.636 2.380
N -2.252 -0.800 1.215
H 0.310 -3.171 -3.846
C 1.798 -1.997 -2.868
N -2.286 1.144 -1.872
H -0.479 -0.268 -3.353
H -3.620 -3.042 4.032
H -1.426 6.313 -2.645
C 3.928 -0.346 -0.196
H -0.770 -4.488 1.923
C 0.839 2.431 -0.530
C -0.228 -3.711 2.440
H 1.783 -1.009 4.277
H 0.192 0.918 3.730
S 0.752 1.098 -1.582
C 3.526 2.820 3.442
H 2.547 5.284 0.146
C 2.588 3.207 4.388
H -1.419 0.379 2.672
C -3.239 -2.416 3.237
H -4.965 0.552 -5.574
H 0.873 5.338 2.020
H -3.477 1.984 -4.261
C -2.563 3.464 -1.209
C -1.107 4.330 -3.403
N -3.406 -2.057 -0.377
H 1.900 -1.082 -2.286
C 0.337 -2.295 -3.185
H 3.590 -2.215 2.611
H 5.644 -0.355 -1.481
H -1.514 -2.740 -2.198
C -4.538 0.170 -4.656
H 0.818 -2.878 5.541
C -2.010 -0.511 2.506
N -2.914 -1.098 -1.106
C 1.785 3.465 -0.648
C 1.198 -1.757 3.757
C -0.450 -2.754 -1.953
C 2.072 1.040 2.685
C -3.025 -1.878 0.922
H 0.856 -4.512 -2.055
H 6.864 -2.026 -0.129
H -2.745 5.537 -0.700
C 0.108 -2.766 0.232
H 5.829 -2.954 1.913
H 4.470 3.345 3.367
H 0.652 2.802 5.221
C -0.071 -3.787 3.812
N -0.287 -1.949 -0.690
H 2.270 -2.797 -2.294
C -0.028 -4.161 -1.527
C -0.358 -1.173 -3.949
C -4.356 -1.618 -3.057
C -4.868 -1.127 -4.235
H -5.537 -1.732 -4.831
H -2.277 -0.993 4.562
H -0.822 -4.900 -1.614
H 0.223 -0.896 -4.829
*
```

Summary:
**Molar mass**: 820.8 g/mol
**LUMO energy (spin up / spin down)**: -3.2 / -3.9 eV

These are the Mulliken partial charges, in e, on atoms 1 to 6: -0.614 0.407 -0.350 0.030 -0.831 -1.055

Most stable to least stable, the ends of the list are version B and version A.